1.
Formula: C2H3ClF2O
Source: OMol25
Level of theory: ωB97M-V/def2-TZVPD

Output
**LUMO**: 0.42 eV
**HOMO**: -10.36 eV
**ΔE to the lowest compared entry with this formula, charge and spin**: 233.1 kJ/mol

Each line ends with the natural charge from an NBO analysis.
Geometry (Å):
C -1.2669 -0.0544 -0.0977  -0.28
C 1.3707 0.2017 0.0423  0.84
O -0.2593 0.4910 -0.8655  -0.56
F 1.2186 0.5373 1.3019  -0.30
F 2.1477 1.0729 -0.5345  -0.28
Cl 1.7571 -1.4604 -0.0707  0.05
H -1.5244 0.3947 0.7805  0.16
H -1.1764 -1.0728 0.0089  0.16
H -2.2672 -0.1100 -0.5651  0.19


2.
Formula: C5H10O2
Source: OMol25
Level of theory: ωB97M-V/def2-TZVPD

Output
**LUMO**: -0.03 eV
**HOMO**: -8.62 eV
**ΔE to the lowest compared entry with this formula, charge and spin**: 512.7 kJ/mol

Each line ends with the natural charge from an NBO analysis.
Geometry (Å):
C -2.4127 -0.5338 -0.1103  -0.60
C -1.2021 0.3347 -0.4095  -0.41
C 0.0777 -0.2975 0.0925  0.08
O 0.2722 -1.5409 -0.5381  -0.71
C 1.2539 0.5927 -0.2001  -0.10
C 3.1799 0.9454 0.6078  0.18
O 2.3737 -0.1104 0.4018  -0.58
H -3.3252 -0.0706 -0.4931  0.21
H -2.2923 -1.5159 -0.5745  0.22
H -2.5280 -0.6808 0.9698  0.20
H -1.0960 0.4961 -1.4888  0.21
H -1.3086 1.3223 0.0602  0.20
H 0.0345 -0.4144 1.1908  0.16
H 1.1685 -1.8252 -0.3069  0.48
H 1.1094 1.5454 0.3249  0.19
H 1.4592 0.7866 -1.2535  0.21
H 3.2358 0.9665 1.7271  0.06


3.
Formula: C16H19IrN2O2S2
Source: OMol25
Level of theory: ωB97M-V/def2-TZVPD

Output
**LUMO (spin up / spin down)**: -3.14 / -6.47 eV
**2S+1**: 6
**HOMO (spin up / spin down)**: -8.30 / -11.82 eV
**Net charge**: +1

Each line ends with the natural charge from an NBO analysis.
Geometry (Å):
Ir 2.9733 4.8019 12.7874  0.96
O 1.5166 10.4751 16.7170  -0.71
C 1.4129 9.1066 17.1545  -0.09
C 1.8026 8.1288 16.0318  0.04
C 1.4741 8.3864 14.6549  -0.28
C 1.6283 7.3094 13.7992  0.05
N 2.3882 6.2036 14.0995  -0.55
C 2.8533 6.0592 15.3817  0.14
C 2.4084 6.9684 16.3490  -0.24
C 3.8586 4.9628 15.5789  0.13
C 4.6256 4.7143 16.6916  -0.23
C 5.7357 3.8116 16.5643  0.05
C 6.8803 3.8267 17.5558  -0.09
O 6.7237 4.8802 18.4174  -0.70
C 5.9322 3.1117 15.3852  -0.31
C 4.9642 3.1982 14.3820  0.10
N 3.9988 4.1228 14.4278  -0.57
H 0.8227 11.0002 17.1789  0.49
H 0.4011 8.7830 17.6035  0.20
H 2.1105 8.9180 17.9933  0.18
H 0.9169 9.2975 14.3018  0.26
H 1.1875 7.3790 12.7485  0.23
H 2.4943 6.6428 17.3766  0.23
H 4.4738 5.3142 17.5645  0.25
H 7.8627 3.7883 17.0516  0.19
H 6.7797 2.9172 18.1673  0.20
H 7.2941 5.6277 18.1375  0.48
H 6.8419 2.5165 15.1976  0.24
H 4.8477 2.5434 13.5387  0.21
C 4.9412 2.4659 9.3918  -0.67
C 3.9981 3.3057 10.1986  -0.15
S 3.1572 2.7499 11.6054  0.17
C 3.9537 4.6325 9.8346  -0.05
C 4.3629 5.1459 8.4296  -0.68
S 3.3584 5.8609 10.8812  0.11
H 4.8540 1.4154 9.6299  0.25
H 6.0101 2.6527 9.4392  0.26
H 4.6344 2.6290 8.3870  0.24
H 3.6214 4.7416 7.7219  0.25
H 5.3105 4.7849 8.0708  0.25
H 4.3893 6.2736 8.3919  0.26
H 1.5169 4.2975 12.9699  -0.09


4.
Formula: C21H25N3O3S
Source: OMol25
Level of theory: ωB97M-V/def2-TZVPD

Output
**LUMO**: 0.61 eV
**HOMO**: -8.93 eV
**ΔE to the lowest compared entry with this formula, charge and spin**: 0.0 kJ/mol

Each line ends with the natural charge from an NBO analysis.
Geometry (Å):
C 5.6251 3.2536 0.4545  -0.60
H 5.4015 3.2353 1.5186  0.21
H 5.9936 4.2470 0.2062  0.21
H 6.4180 2.5397 0.2433  0.21
C 4.3748 2.9518 -0.3761  -0.08
C 3.7956 1.5765 -0.0869  -0.03
C 4.3498 0.6975 0.8332  -0.17
C 3.7937 -0.5492 1.0709  -0.21
C 2.6612 -0.9598 0.3872  -0.05
C 2.0901 -0.0836 -0.5309  -0.22
C 2.6506 1.1560 -0.7600  -0.15
H 2.1723 1.8042 -1.4778  0.20
H 1.1906 -0.3601 -1.0608  0.24
C 2.0033 -2.3106 0.6025  0.01
N 1.7232 -2.9666 -0.6600  -0.62
C 0.4058 -3.0796 -0.9320  0.80
O -0.1270 -3.5529 -1.9002  -0.61
N -0.2679 -2.5852 0.1984  -0.48
C 0.5828 -2.0841 1.1394  0.72
O 0.2649 -1.5993 2.1941  -0.58
C -1.6919 -2.3975 0.2085  -0.32
H -2.0117 -2.2825 1.2477  0.25
H -2.1654 -3.2699 -0.2493  0.24
C -2.0463 -1.1333 -0.5884  0.68
O -1.2037 -0.3979 -1.0485  -0.63
N -3.3726 -0.9452 -0.7366  -0.60
H -4.0211 -1.5542 -0.2631  0.40
C -3.9139 0.2473 -1.3651  -0.26
C -4.4340 1.2060 -0.3443  -0.21
C -3.7133 2.0014 0.4921  -0.25
C -4.5226 2.7474 1.3779  -0.25
C -5.8457 2.5035 1.2065  -0.41
S -6.1350 1.3550 -0.0389  0.42
H -6.6785 2.9271 1.7315  0.24
H -4.1333 3.4350 2.1068  0.23
H -2.6394 2.0502 0.4706  0.24
H -3.0857 0.6994 -1.9182  0.25
H -4.7062 -0.0410 -2.0606  0.21
H 2.4306 -3.1450 -1.3514  0.42
C 2.7577 -3.2502 1.5434  -0.61
H 2.2514 -4.2131 1.5724  0.22
H 2.7663 -2.8326 2.5464  0.23
H 3.7770 -3.4017 1.1966  0.22
H 4.2596 -1.1894 1.8028  0.21
H 5.2316 0.9687 1.3905  0.21
C 4.7553 3.0297 -1.8614  -0.59
H 5.1817 4.0046 -2.0881  0.21
H 5.4927 2.2664 -2.1014  0.21
H 3.8896 2.8796 -2.5001  0.21
C 3.3168 4.0161 -0.0532  -0.59
H 3.7177 5.0107 -0.2373  0.21
H 2.4276 3.8888 -0.6639  0.21
H 3.0240 3.9491 0.9925  0.21


5.
Formula: CF3NO3S
Source: OMol25
Level of theory: ωB97M-V/def2-TZVPD

Output
**LUMO**: -1.75 eV
**HOMO**: -10.53 eV
**ΔE to the lowest compared entry with this formula, charge and spin**: 217.3 kJ/mol

Each line ends with the natural charge from an NBO analysis.
Geometry (Å):
C 1.1751 0.4804 -0.1921  0.84
N -1.5903 -0.0602 0.4689  0.50
O -1.0830 -0.0705 1.5513  -0.29
O -2.6292 0.1896 0.0034  -0.27
O -0.2048 -2.3061 -0.5563  -0.74
F 0.8202 1.6070 0.4289  -0.30
F 2.0053 -0.1457 0.5962  -0.27
F 1.7871 0.8387 -1.3341  -0.32
S -0.2803 -0.5332 -0.9663  0.84


6.
Formula: C5H10NO2
Source: OMol25
Level of theory: ωB97M-V/def2-TZVPD

Output
**LUMO**: 3.44 eV
**HOMO**: -3.72 eV
**ΔE to the lowest compared entry with this formula, charge and spin**: 26.6 kJ/mol
**Net charge**: -1

Each line ends with the natural charge from an NBO analysis.
Geometry (Å):
C 0.2070 -0.1593 0.4584  -0.20
N -0.7326 -0.3390 -0.6088  -0.71
C -2.1252 -0.4818 -0.3650  0.86
O -2.5089 -0.5623 0.8172  -0.81
O -2.8106 -0.5438 -1.4214  -0.83
C 1.6430 -0.5165 -0.0007  -0.39
C 2.7308 0.3059 0.6988  -0.40
C 2.7089 1.7872 0.3403  -0.62
H -0.1147 -0.8031 1.2726  0.22
H 0.2617 0.8887 0.7838  0.14
H -0.4734 -0.0889 -1.5470  0.37
H 1.6547 -0.2572 -1.0483  0.18
H 1.8626 -1.5738 0.1384  0.19
H 2.6697 0.1883 1.7866  0.19
H 3.6697 -0.1709 0.4381  0.19
H 2.2327 1.9369 -0.6301  0.21
H 3.6981 2.2451 0.3625  0.20
H 2.1548 2.4032 1.0542  0.21


| no. | DFT total energy (eV) |
| --- | --- |
| 1 | -22124.9389 |
| 2 | -9437.7289 |
| 3 | -48472.9248 |
| 4 | -43633.2991 |
| 5 | -27650.5542 |
| 6 | -10933.9890 |